[1]
The following is a DFT calculation (ωB97M-V/def2-TZVPD) of a single C2H3NOS2 molecule.

Values from the calculation:
**F_max**: 0.0400 Eh/bohr
**Kohn-Sham gap**: 0.3241 hartree
**Relative energy (zero: lowest compared OMol25 entry of this formula, charge and spin)**: 171.94 kJ/mol
**E**: -27328.9950 eV
**Structure (SMILES)**: S=CO/C=N\S

```
! wB97M-V def2-TZVPD RIJCOSX def2/J DEFGRID3
* xyz 0 1
C 0.23 -0.17 -0.75
C -0.06 1.34 1.11
H -0.01 -3.55 -1.05
H 0.53 0.79 -1.27
H -0.29 1.25 2.21
N 0.26 -1.32 -1.25
O -0.20 0.11 0.54
S -0.36 -2.56 -0.23
S 0.27 2.74 0.38
*
```

Quick look at the Mulliken charges, all values in e: 0.2002, 0.0444, 0.1542, 0.2619, 0.2973, -0.3514, -0.2073, -0.1125, -0.2868

***

[2]
The following is a DFT calculation (ωB97M-V/def2-TZVPD) of a molecular structure, C2H3NOS2.

Values from the calculation:
**F_max**: 0.0641 Eh/bohr
**Kohn-Sham gap (alpha / beta)**: 0.2669 / 0.2670 hartree
**Relative energy (zero: lowest compared OMol25 entry of this formula, charge and spin)**: 355.38 kJ/mol
**E**: -27327.0937 eV

```
! wB97M-V def2-TZVPD RIJCOSX def2/J DEFGRID3
* xyz 0 1
C -0.63 -0.38 0.12
C 0.07 0.43 -0.97
N -0.04 -0.37 1.29
O 1.59 0.29 0.94
S -2.06 -1.13 -0.18
S 1.24 1.45 -0.02
H 0.58 -0.26 -1.64
H -0.62 1.06 -1.53
H -0.13 -1.09 1.99
*
```

Quick look at the Mulliken charges, all values in e: 0.2087, -0.4628, -0.2161, -0.3194, -0.3080, 0.1548, 0.2954, 0.3456, 0.3017

***

[3]
The following is a DFT calculation (ωB97M-V/def2-TZVPD) of a single C2H3NOS3 molecule.

Values from the calculation:
**F_max**: 0.0829 Eh/bohr
**Kohn-Sham gap**: 0.2950 hartree
**Relative energy (zero: lowest compared OMol25 entry of this formula, charge and spin)**: 258.06 kJ/mol
**E**: -38162.7300 eV
**Structure (SMILES)**: ONC(=S)C(=S)S

```
! wB97M-V def2-TZVPD RIJCOSX def2/J DEFGRID3
* xyz 0 1
C -0.60 -0.08 -0.78
C 0.87 -0.23 -0.57
H -0.54 -0.01 2.07
H -2.32 0.03 0.48
H 2.84 0.81 -0.26
N -1.26 -0.20 0.45
O -0.74 -0.80 1.60
S -1.51 0.71 -1.93
S 1.56 1.28 0.09
S 1.70 -1.52 -1.15
*
```

Quick look at the Mulliken charges, all values in e: 0.1370, 0.2257, 0.3519, 0.2425, 0.1769, -0.2130, -0.3394, -0.3098, -0.1282, -0.1437

***

[4]
The following is a DFT calculation (ωB97M-V/def2-TZVPD) of a single C2H3NP2 molecule.

Values from the calculation:
**F_max**: 0.0575 Eh/bohr
**Kohn-Sham gap (alpha / beta)**: 0.2357 / 0.2383 hartree
**Relative energy (zero: lowest compared OMol25 entry of this formula, charge and spin)**: 325.45 kJ/mol
**E**: -22185.4895 eV

```
! wB97M-V def2-TZVPD RIJCOSX def2/J DEFGRID3
* xyz 0 1
C -1.03 -0.03 0.99
C 1.03 0.07 -1.20
N -0.85 -1.11 0.35
P 0.10 -1.32 -0.97
P -0.19 1.53 1.18
H -1.96 -0.15 1.74
H 0.94 0.75 -0.38
H 1.95 0.26 -1.71
*
```

Quick look at the Mulliken charges, all values in e: 0.0815, -0.1194, -0.4307, 0.0578, 0.0747, 0.2904, -0.2675, 0.3132

***

[5]
The following is a DFT calculation (ωB97M-V/def2-TZVPD) of 2 unconnected molecules or ions with the total composition C2H3NS.

Values from the calculation:
**F_max**: 0.0147 Eh/bohr
**Kohn-Sham gap**: 0.3169 hartree
**Relative energy (zero: lowest compared OMol25 entry of this formula, charge and spin)**: 146.77 kJ/mol
**E**: -14445.9479 eV
**Structure (SMILES)**: C#N.C=S

```
! wB97M-V def2-TZVPD RIJCOSX def2/J DEFGRID3
* xyz 0 1
C -2.11 0.78 -0.02
C 1.47 -0.64 0.02
N -1.14 0.20 0.04
S 2.81 0.24 -0.01
H -3.02 1.33 -0.07
H 1.07 -1.07 -0.89
H 0.93 -0.84 0.94
*
```

Quick look at the Mulliken charges, all values in e: -0.0874, -0.2834, -0.2428, -0.2166, 0.3088, 0.2608, 0.2606

***

[6]
The following is a DFT calculation (ωB97M-V/def2-TZVPD) of a single C2H3NS molecule.

Values from the calculation:
**F_max**: 0.1422 Eh/bohr
**Kohn-Sham gap**: 0.3325 hartree
**Relative energy (zero: lowest compared OMol25 entry of this formula, charge and spin)**: 291.34 kJ/mol
**E**: -14444.4496 eV
**Structure (SMILES)**: C#CSN

```
! wB97M-V def2-TZVPD RIJCOSX def2/J DEFGRID3
* xyz 0 1
C 0.97 1.87 -0.70
C 0.05 1.02 -0.32
N -0.49 -1.48 0.21
S -0.87 0.08 0.79
H 1.73 2.57 -1.06
H -0.03 -2.00 0.82
H -1.35 -2.06 0.25
*
```

Quick look at the Mulliken charges, all values in e: 0.0629, -0.4506, -0.5109, 0.0219, 0.3761, 0.2370, 0.2636

***

[7]
The following is a DFT calculation (ωB97M-V/def2-TZVPD) of a single C2H3NS molecule.

Values from the calculation:
**F_max**: 0.1283 Eh/bohr
**Kohn-Sham gap (alpha / beta)**: 0.2956 / 0.3523 hartree
**⟨S²⟩**: 2.008
**Relative energy (zero: lowest compared OMol25 entry of this formula, charge and spin)**: 203.51 kJ/mol
**E**: -14442.8909 eV

```
! wB97M-V def2-TZVPD RIJCOSX def2/J DEFGRID3
* xyz 0 3
C -0.58 0.01 0.29
C 0.76 0.16 0.05
N -1.61 -1.12 0.02
S -2.06 0.59 -0.32
H 1.19 -0.97 0.05
H 1.35 0.70 0.74
H 0.95 0.63 -0.84
*
```

Quick look at the Mulliken charges, all values in e: 0.2508, -0.7486, -0.3096, -0.0032, 0.2292, 0.2732, 0.3082

***

[8]
The following is a DFT calculation (ωB97M-V/def2-TZVPD) of a single C2H3NS2 molecule.

Values from the calculation:
**F_max**: 0.0695 Eh/bohr
**Kohn-Sham gap**: 0.3260 hartree
**Relative energy (zero: lowest compared OMol25 entry of this formula, charge and spin)**: 118.24 kJ/mol
**E**: -25281.3446 eV
**Structure (SMILES)**: C=NC(=S)S

```
! wB97M-V def2-TZVPD RIJCOSX def2/J DEFGRID3
* xyz 0 1
C 0.67 1.03 0.11
C -1.50 -0.06 0.34
N -0.36 0.70 0.80
S -2.65 0.70 -0.50
S -1.22 -1.82 0.56
H 1.66 1.51 0.40
H 0.65 0.62 -0.96
H -2.46 -1.94 -0.12
*
```

Quick look at the Mulliken charges, all values in e: -0.1029, 0.2915, -0.4359, -0.2429, -0.1625, 0.2587, 0.2065, 0.1875

***

> Which value of E does entry 5 give?

-14445.9479 eV

***

> Which formula does entry 4 have?

C2H3NP2

***

> Which of these has the lowest relative energy (zero: lowest compared OMol25 entry of this formula, charge and spin)?

C2H3NS2

***

> Among the records above, which one has the highest F_max?

number 6